C10H30O10 | the ωB97M-V functional and the def2-TZVPD basis

Its spin multiplicity is 1. Its HOMO energy is -9.49 eV. The charge is 0. As for the structure (SMILES): OCCO.OCCO.OCCO.OCCO.OCCO.

Positions of all 50 atoms, in Å:
O -2.8177 -3.4053 3.2547
C -1.3507 -3.1253 3.1387
C -0.8877 -3.5193 1.8907
O 0.4753 -3.4723 1.8067
H -2.9997 -3.1393 4.2277
H -0.8417 -2.0173 3.5257
H -0.8347 -3.7993 3.9507
H -1.4627 -2.9463 1.0157
H -1.2017 -4.5093 1.7117
H 0.6173 -2.7293 2.0907
O 2.5843 0.8267 -3.4183
C 3.0303 -0.4373 -3.6443
C 2.3583 -1.2233 -4.7213
O 2.9283 -2.4823 -4.9413
H 1.7203 0.6237 -2.8083
H 4.0433 -0.3643 -3.6743
H 2.7193 -0.9623 -2.8683
H 2.1303 -0.6613 -5.6233
H 1.3753 -1.2713 -4.5813
H 2.9643 -3.0273 -4.2133
O -5.0507 0.9627 -4.0343
C -4.0727 1.6917 -3.2663
C -3.6117 0.7307 -2.1673
O -2.4987 1.2827 -1.5023
H -4.9877 1.2887 -4.8453
H -3.3557 1.9757 -3.8073
H -4.3547 2.6627 -2.8923
H -3.3887 -0.1643 -2.5693
H -4.4727 0.4777 -1.6853
H -2.7907 2.2447 -1.3073
O 0.4213 0.2597 -1.2653
C 0.5443 -0.6533 -0.2773
C 1.3533 0.0837 0.8207
O 1.1873 -0.6243 2.0337
H -0.4357 0.4757 -1.1653
H -0.1907 -0.7943 0.1367
H 0.8133 -1.5503 -0.6473
H 0.7363 1.0347 0.9397
H 2.4393 0.6627 0.6487
H 0.9903 0.1777 2.4517
O 2.2723 4.5297 3.5047
C 2.2213 3.0627 3.8097
C 0.7483 2.5937 3.5577
O 0.7443 1.1877 4.0597
H 3.0643 4.8747 3.7347
H 3.0043 2.6677 3.2807
H 2.3893 3.2857 4.8217
H 0.5223 2.7537 2.4557
H -0.0687 3.3107 4.2697
H 1.2793 1.1527 4.7867


C10H30OP2RuSeSi | the ωB97M-V functional and the def2-TZVPD basis

Its spin multiplicity is 5. Its HOMO energy (alpha / beta) is -5.32 / -7.64 eV. The charge is 0. The expectation value of S² is 6.02.

Positions of all 46 atoms, in Å:
Ru 0.1465 -0.1940 0.7303
Si -0.2293 -2.5261 0.8702
P 2.3678 -0.2461 0.9351
P -2.1865 0.0637 0.9949
H 0.9435 -1.4261 0.2597
C 2.9550 1.4218 1.2168
H 3.9743 1.4869 0.8151
H 2.9511 1.6041 2.2990
H 2.2812 2.1308 0.7139
C 3.1853 -0.8461 -0.5881
H 4.2739 -0.8125 -0.4432
H 2.8842 -0.2181 -1.4359
H 2.8801 -1.8802 -0.7907
C 3.0932 -1.3034 2.2429
H 4.1712 -1.3904 2.0428
H 2.6275 -2.2982 2.2437
H 2.9104 -0.8382 3.2212
C -2.6781 1.7653 1.4755
H -3.7624 1.8627 1.6537
H -2.3797 2.4568 0.6751
H -2.1452 2.0199 2.3988
C -3.1139 -0.1188 -0.5887
H -4.1858 0.1016 -0.4607
H -3.0111 -1.1451 -0.9612
H -2.7012 0.5928 -1.3182
C -3.2501 -0.9425 2.1371
H -4.3227 -0.7242 2.0100
H -2.9573 -0.7297 3.1726
H -3.0783 -2.0067 1.9464
C -0.3718 -2.5505 -1.0434
H -0.1786 -1.5957 -1.5546
H -1.3795 -2.8910 -1.2779
H 0.3672 -3.2799 -1.3886
H 0.9682 -3.3732 1.0932
H -1.4456 -3.2523 1.2373
C -0.4970 2.5222 -2.4507
O -1.4518 2.8505 -1.6873
C 0.9414 2.9955 -2.2941
H 1.5519 2.8039 -3.1797
H 1.3553 2.4479 -1.4357
H 1.0140 4.0583 -2.0172
C -0.5754 1.3692 -3.4409
H -1.4107 1.4420 -4.1477
H -0.7879 0.4569 -2.8562
H 0.3598 1.2500 -4.0038
Se -0.1032 -1.1140 2.9791


Across the entries above, ΔE to the lowest compared entry with this formula, charge and spin takes the values 11.010 0.000 eV, respectively.